No. 1
Below is a cluster of 2 separate species, H4S2 in total, with properties calculated with ωB97M-V/def2-TZVPD.

```
6
Properties=species:S:1:pos:R:3:forces:R:3:mulliken_charge:R:1
S -1.8425 0.2616 -0.8473 0.041 -0.194 -0.205 -0.327
H -1.1441 0.4457 -1.9831 -0.089 -0.027 0.168 0.160
H -1.6283 -1.0670 -0.8697 -0.052 0.175 -0.022 0.150
S 1.4736 0.3351 0.6531 0.081 -0.037 0.317 -0.252
H 2.2172 0.7106 1.7104 -0.032 -0.098 -0.153 0.128
H 0.9241 -0.6861 1.3365 0.051 0.181 -0.104 0.140
```
Forces are in eV/Å.

Results
2S+1: 1
Structure (SMILES): S.S
Energy: -21735.0139 eV
Energy above the lowest of the compared OMol25 structures with the same formula, charge and spin: 6.2 kJ/mol
LUMO energy: 0.8 eV
HOMO: -9.38 eV

---

No. 2
Below is an isolated molecule of CH6N2O2S in a non-equilibrium geometry, with properties calculated with ωB97M-V/def2-TZVPD.

```
12
Properties=species:S:1:pos:R:3:forces:R:3:mulliken_charge:R:1
C -1.4094 0.6121 0.2762 -1.719 1.306 -1.227 -0.501
O -0.3516 0.1400 -0.5879 1.889 -0.509 0.654 -0.314
S 1.1641 0.1639 0.1148 1.101 5.447 -0.151 1.059
N 0.8558 0.2741 1.6137 0.345 -1.587 -1.530 -0.712
N 1.9775 -1.1491 -0.5314 -2.194 0.063 -0.060 -0.544
O 1.9292 1.3092 -0.5025 -1.914 -3.000 1.137 -0.615
H -2.2884 -0.0243 0.0366 0.729 -0.059 0.611 0.208
H -1.8362 1.6747 -0.0783 1.673 -1.953 1.030 0.189
H -0.9519 0.5161 1.2810 -1.409 0.541 -0.328 0.363
H 1.5745 0.6774 2.1952 0.373 -0.015 -0.300 0.252
H 1.8364 -0.8945 -1.5417 0.512 -1.031 0.839 0.318
H 1.4621 -2.0167 -0.2477 0.615 0.797 -0.674 0.298
```
Forces are in eV/Å.

Results
2S+1: 1
Structure (SMILES): CO[S@@](=N)(N)=O
Energy: -19041.9299 eV
Energy above the lowest of the compared OMol25 structures with the same formula, charge and spin: 189.8 kJ/mol
LUMO energy: 0.6 eV
HOMO: -10.21 eV

---

No. 3
Below is an isolated molecule of C7H12NPS in a non-equilibrium geometry, with properties calculated with ωB97M-V/def2-TZVPD.

```
22
Properties=species:S:1:pos:R:3:forces:R:3:mulliken_charge:R:1
C -2.2562 1.2700 2.8781 -1.253 0.780 0.224 -0.802
S -1.3585 -0.2168 2.6715 0.573 -1.235 -1.475 -0.118
P -1.4583 -0.2279 0.4965 2.482 2.047 0.374 0.039
N -0.4347 1.5592 0.3054 -1.787 -1.867 1.431 -0.502
C 0.5725 1.5705 -0.4404 0.148 0.790 0.303 -0.123
C 0.9740 0.5894 -1.4158 0.317 -1.377 -0.070 0.634
C 1.7811 1.0186 -2.6194 -3.073 -1.274 -0.463 -1.375
C 0.7444 -0.6660 -1.0438 0.325 -0.929 -2.153 -0.735
C 0.1597 -1.1483 0.2322 -0.805 -0.462 -0.721 0.643
C 0.0207 -2.6423 0.1026 1.679 -0.571 -1.320 -1.744
H -2.9201 1.1459 3.7598 0.716 0.621 -0.350 0.301
H -2.9017 1.4765 2.0270 -0.248 -0.239 -0.105 0.297
H -1.5454 2.0849 2.8445 -0.114 0.333 0.729 0.290
H 1.2838 2.3849 -0.2965 -0.120 0.605 -0.164 0.320
H 2.4212 1.7525 -2.2242 1.798 0.548 -0.248 0.375
H 1.0937 1.5230 -3.3160 0.173 0.235 0.172 0.304
H 2.0627 0.1152 -3.1906 0.930 0.713 0.559 0.319
H 0.9660 -1.4915 -1.7706 0.108 0.834 0.613 0.155
H 0.8405 -0.9289 1.0109 0.588 0.560 1.107 0.457
H -0.7188 -2.8550 -0.6100 -1.365 -0.302 -1.105 0.512
H -0.2555 -3.1567 0.9661 -0.283 -0.708 1.676 0.417
H 0.9290 -3.1571 -0.3673 -0.788 0.897 0.986 0.334
```
Forces are in eV/Å.

Results
2S+1: 1
Structure (SMILES): CSP1N=CC(C)=C[C@@H]1C
Energy: -29065.8248 eV
Energy above the lowest of the compared OMol25 structures with the same formula, charge and spin: 0.0 kJ/mol
LUMO energy: 0.5 eV
HOMO: -8.32 eV

---

No. 4
Below is an isolated molecule of C8H16 in a non-equilibrium geometry, with properties calculated with ωB97M-V/def2-TZVPD.

```
24
Properties=species:S:1:pos:R:3:forces:R:3:mulliken_charge:R:1
C -2.2358 1.3188 -3.2946 0.271 -0.582 -0.427 -1.144
C -1.4382 1.5508 -2.0457 -0.468 0.151 0.508 -0.072
C -0.9553 0.5976 -1.2587 0.531 0.034 -0.194 -0.283
C -0.2294 0.8616 0.0247 -0.207 -0.312 0.440 -0.550
C 1.1569 0.2243 0.1053 0.854 0.229 -0.040 -0.651
C 1.2738 -1.2554 0.5121 -0.877 0.387 0.439 -0.770
C 0.5677 -1.5884 1.8437 -0.175 0.103 -0.475 -0.363
C 1.3416 -1.0974 3.0681 0.219 -0.255 -0.036 -1.173
H -1.6802 0.6670 -3.9793 -0.058 0.089 0.030 0.282
H -2.4674 2.2227 -3.8421 0.042 0.294 0.010 0.327
H -3.1814 0.8062 -3.1087 -0.012 0.079 0.191 0.289
H -1.3455 2.5761 -1.6792 0.000 -0.116 -0.192 0.320
H -0.9883 -0.4509 -1.5644 -0.223 0.124 -0.013 0.259
H -0.8510 0.4998 0.8513 0.040 -0.059 -0.006 0.261
H -0.1344 1.9245 0.2265 -0.040 0.271 -0.297 0.308
H 1.7944 0.8121 0.7800 -0.279 -0.021 0.119 0.361
H 1.6542 0.3591 -0.8663 -0.133 -0.126 0.071 0.343
H 2.3339 -1.4571 0.6546 0.090 -0.391 -0.449 0.361
H 0.8144 -1.8548 -0.2759 0.385 -0.248 -0.066 0.309
H 0.3276 -2.6519 1.8929 0.406 -0.116 0.077 0.421
H -0.4231 -1.1436 1.8087 -0.121 0.221 0.138 0.220
H 2.1522 -0.4267 2.7681 -0.151 0.080 0.080 0.323
H 1.8151 -1.9191 3.6118 -0.063 0.019 -0.066 0.321
H 0.6983 -0.5756 3.7670 -0.032 0.145 0.160 0.301
```
Forces are in eV/Å.

Results
2S+1: 1
Structure (SMILES): C/C=C/CCCCC
Energy: -8554.8042 eV
Energy above the lowest of the compared OMol25 structures with the same formula, charge and spin: 29.6 kJ/mol
LUMO energy: 1.2 eV
HOMO: -9.08 eV

---

No. 5
Below is a structure of composition C27H19F5N7O4STi, with properties calculated with ωB97M-V/def2-TZVPD.

```
64
Properties=species:S:1:pos:R:3:forces:R:3:mulliken_charge:R:1
Ti 0.4056 -0.2211 -0.4441 -0.246 -0.416 -0.450 -0.321
O -1.4320 -3.8856 -2.0721 0.056 0.106 0.022 -0.756
C -2.5118 -3.8577 -1.2551 -0.050 -0.262 -0.122 0.705
C -3.3037 -5.0084 -1.2513 0.021 0.146 0.094 -0.610
C -4.4205 -5.0786 -0.4477 -0.032 0.001 0.025 -0.368
C -4.7775 -4.0054 0.3689 0.094 0.038 -0.039 -0.799
C -3.9986 -2.8695 0.3650 -0.072 -0.067 0.038 -0.737
C -2.8579 -2.7734 -0.4421 -0.070 0.222 -0.126 0.080
C -2.0311 -1.5636 -0.3561 0.080 -0.241 0.142 1.238
O -0.8199 -1.5682 -0.9125 -0.045 -0.005 -0.091 -0.378
N -2.3545 -0.5355 0.3510 0.223 0.036 0.049 -1.121
N -1.2431 0.2914 0.4906 -0.070 -0.223 0.171 1.268
C -1.6253 1.4677 1.0893 0.073 0.102 0.008 -0.926
C -0.9679 2.4840 1.7022 -0.078 0.174 0.157 1.243
C -1.8061 3.5955 2.1566 0.010 -0.162 -0.124 -1.131
C -1.4023 4.5427 3.0061 0.080 -0.156 -0.061 -0.439
C -0.0637 4.4509 3.5397 0.079 0.090 0.098 -0.446
C 0.7815 3.5215 3.1134 -0.091 -0.108 -0.087 -0.732
N 0.4191 2.5959 2.0740 0.260 0.000 0.209 0.303
H -0.9116 -3.0818 -1.9210 0.015 -0.042 0.006 0.312
H -3.0080 -5.8326 -1.8830 0.025 -0.038 -0.038 0.468
H -5.0199 -5.9788 -0.4470 -0.009 -0.025 -0.004 0.421
H -5.6464 -4.0653 1.0064 -0.047 -0.009 0.026 0.426
H -4.2489 -2.0333 1.0021 0.015 0.041 0.015 0.465
H -2.7031 1.5988 1.0721 0.060 0.030 -0.025 0.327
H -2.8191 3.5837 1.7803 -0.027 0.052 0.008 0.369
H -2.0662 5.3285 3.3272 -0.045 0.056 0.007 0.437
H 0.2776 5.1305 4.3067 -0.023 0.008 0.016 0.401
H 1.7860 3.4099 3.4768 -0.031 0.020 0.037 0.444
N 0.1321 2.4026 -3.8851 -0.051 -0.013 0.116 -0.096
C -0.9542 2.9930 -3.2746 0.023 -0.033 0.006 -0.867
C -1.1597 2.3043 -2.1196 -0.057 -0.022 -0.022 -0.370
N -0.2252 1.3062 -2.0153 0.171 0.067 0.053 0.931
C 0.5341 1.3977 -3.0885 0.117 -0.167 -0.079 0.125
C 1.5882 0.4109 -3.2231 -0.224 0.129 -0.030 -0.052
N 1.7001 -0.4709 -2.2468 0.266 -0.098 -0.013 0.864
C 2.7115 -1.3285 -2.6156 -0.020 -0.061 0.044 -0.560
C 3.1998 -0.9476 -3.8251 -0.033 0.033 0.014 -0.781
N 2.4727 0.1648 -4.2013 -0.007 -0.070 0.143 -0.111
H 0.5341 2.6856 -4.7634 -0.016 -0.015 0.013 0.173
H -1.4700 3.8249 -3.7143 -0.040 0.053 -0.021 0.419
H -1.9179 2.4479 -1.3721 -0.018 0.033 0.028 0.533
H 2.9889 -2.1557 -1.9851 0.038 -0.003 -0.022 0.542
H 3.9753 -1.3541 -4.4453 0.051 -0.038 -0.033 0.427
H 2.5891 0.6778 -5.0593 -0.001 -0.016 0.002 0.174
F -2.3504 -5.5258 2.7665 -0.017 0.016 -0.003 -0.359
C -1.4240 -4.7077 2.2885 0.197 0.132 -0.143 0.770
C -1.3042 -3.4168 2.7805 0.045 -0.061 -0.083 0.236
F -2.1231 -2.9888 3.7378 -0.022 -0.018 0.006 -0.373
C -0.3264 -2.5710 2.2757 -0.311 0.023 0.360 0.028
F -0.2366 -1.3448 2.8148 0.030 -0.090 -0.112 -0.454
C 0.5353 -2.9683 1.2708 0.294 -0.102 -0.219 0.424
S 1.7765 -1.9073 0.6059 -0.250 0.360 0.029 -0.607
C 0.4056 -4.2717 0.8011 -0.165 -0.200 -0.038 0.124
F 1.2139 -4.7218 -0.1610 0.007 0.075 0.006 -0.442
C -0.5548 -5.1402 1.2917 -0.077 0.271 0.127 0.431
F -0.6576 -6.3716 0.8093 -0.011 -0.068 -0.013 -0.373
C 3.6501 1.1175 1.6407 -0.139 0.046 -0.048 -0.605
O 2.6023 2.0179 2.0819 -0.248 0.146 0.060 -0.434
C 1.4173 1.8915 1.5337 0.082 -0.211 -0.226 0.719
O 1.2843 1.1692 0.5079 0.026 0.602 0.161 -0.388
H 4.5351 1.4752 2.1537 0.032 -0.083 -0.020 0.307
H 3.7649 1.1916 0.5608 0.065 -0.040 0.063 0.264
H 3.3855 0.1033 1.9374 0.108 0.054 -0.067 0.240
```
Forces are in eV/Å.

Results
2S+1: 1
Energy: -94462.9963 eV
Energy above the lowest of the compared OMol25 structures with the same formula, charge and spin: 47.7 kJ/mol
Charge: +1
LUMO energy (spin up / spin down): -3.5 / -3.5 eV
HOMO (spin up / spin down): -9.75 / -9.75 eV

---

No. 6
Below is a structure of composition H12O6 in a non-equilibrium geometry, with properties calculated with ωB97M-V/def2-TZVPD.

```
18
Properties=species:S:1:pos:R:3:forces:R:3:mulliken_charge:R:1
O -0.9910 0.9205 -0.7974 -3.667 5.204 -6.778 -1.084
H -0.2702 0.5132 -0.3171 -2.884 2.958 -1.086 0.446
H -1.7143 0.2985 -0.7177 2.264 4.532 -3.351 0.445
O 1.9827 0.9592 -1.0707 8.585 -4.053 -3.971 -0.502
H 2.1246 0.0191 -1.1810 -0.174 -0.358 -0.237 0.305
H 2.8022 1.2835 -0.6972 0.336 0.515 -0.098 0.306
O 0.4392 2.0825 -0.3520 -0.419 8.108 3.785 -0.720
H 0.8605 2.4751 0.4126 0.516 0.786 0.577 0.148
H 1.1057 1.5040 -0.7226 -2.293 1.398 0.474 0.516
O 0.4464 -0.1978 0.0675 6.862 -6.040 2.963 -0.579
H 0.1988 -1.1050 -0.1110 -0.054 0.160 -0.308 0.363
H 0.9866 -0.2472 0.8562 0.229 0.234 0.413 0.236
O -2.1437 -0.4984 -0.2071 -7.555 -10.020 5.181 -0.328
H -3.0339 -0.8206 -0.3486 -1.063 -0.476 -0.102 0.276
H -1.7495 -1.1360 0.3881 0.210 0.058 -0.011 0.316
O -0.3166 -1.8892 1.2315 -0.884 -2.381 1.786 -0.651
H 0.3877 -2.1650 1.8182 0.226 -0.269 0.225 0.270
H -1.1152 -1.9962 1.7483 -0.237 -0.355 0.536 0.236
```
Forces are in eV/Å.

Results
2S+1: 1
Energy: -12467.4526 eV
Energy above the lowest of the compared OMol25 structures with the same formula, charge and spin: 1318.1 kJ/mol
LUMO energy: -0.4 eV
HOMO: -5.68 eV

---

No. 7
Below is an isolated molecule of C2H2N4O in a non-equilibrium geometry, with properties calculated with ωB97M-V/def2-TZVPD.

```
9
Properties=species:S:1:pos:R:3:forces:R:3:mulliken_charge:R:1
C -0.2338 -0.6170 -1.3197 1.290 -0.235 2.205 0.045
C 1.2190 -0.0175 1.2683 0.386 1.057 3.057 -0.006
N 1.0544 -0.8232 -0.9481 0.512 -1.971 -1.763 -0.890
N -1.0445 0.1448 -0.6570 -3.503 1.739 -2.667 -0.164
N 1.3574 -0.4004 0.1837 -0.984 0.871 0.038 0.512
N -1.3227 0.5860 0.4543 3.539 -2.990 1.729 0.194
O -1.5785 1.6475 0.9077 -1.832 2.798 0.694 -0.439
H -0.7222 -1.1432 -2.0890 0.494 -0.330 -1.470 0.379
H 1.2710 0.6229 2.1998 0.099 -0.940 -1.823 0.368
```
Forces are in eV/Å.

Results
2S+1: 3
Energy: -10105.3437 eV
Energy above the lowest of the compared OMol25 structures with the same formula, charge and spin: 323.0 kJ/mol
LUMO energy (spin up / spin down): 0.4 / -1.1 eV
HOMO (spin up / spin down): -6.19 / -9.69 eV

---

No. 8
Below is the ion C9H9O3S3 with charge -1 in a non-equilibrium geometry, with properties calculated with ωB97M-V/def2-TZVPD.

```
24
Properties=species:S:1:pos:R:3:forces:R:3:mulliken_charge:R:1
C 0.1468 -2.2409 1.3646 -1.170 -0.874 1.762 -1.299
C -0.7366 -1.0703 1.5209 0.197 0.805 -2.191 -0.766
C -0.9585 -0.0489 0.6404 1.802 -2.695 -0.363 0.209
C -2.0438 0.8249 0.7221 -2.996 2.184 1.445 -0.452
C -2.3254 1.8785 -0.1163 -0.670 -2.063 1.591 -0.731
C -1.4874 1.9688 -1.2570 -0.420 1.103 -1.804 -0.274
C -0.6105 1.0395 -1.6151 0.290 -0.271 -0.096 -1.107
C -0.0980 0.0449 -0.5796 0.390 -0.165 -4.357 0.982
C 1.3287 0.6109 -0.3904 0.722 -1.054 3.310 0.233
S 2.5898 -0.6950 -0.7301 0.333 1.032 -2.642 1.401
O 1.9803 -1.1553 -1.9489 -1.422 -1.656 -1.415 -0.776
O 3.7416 0.0460 -1.0679 2.787 1.954 0.255 -0.708
O 2.8452 -1.7054 0.2413 -0.695 -0.775 1.766 -0.688
S 1.4445 1.1735 1.3144 0.076 -0.680 2.794 -0.286
S 1.9671 2.3257 -0.1788 -0.083 0.402 -2.623 -0.217
H 0.0611 -2.9478 2.2205 -0.262 0.496 -0.409 0.332
H 1.1488 -2.0292 1.3146 2.505 0.850 -0.016 0.360
H 0.0111 -2.8153 0.4947 -0.623 -0.635 -1.468 0.381
H -1.2406 -1.0904 2.4164 -1.590 0.342 1.902 0.481
H -2.7367 0.5603 1.5470 0.267 0.465 -0.486 0.278
H -3.3162 2.4138 -0.1351 1.346 -0.483 0.478 0.276
H -1.7424 2.7912 -1.9116 0.201 -0.012 -0.480 0.349
H -0.1221 1.0475 -2.6113 -0.191 0.030 0.920 0.392
H 0.1533 -0.9270 -1.2548 -0.793 1.698 2.125 0.630
```
Forces are in eV/Å.

Results
2S+1: 1
Structure (SMILES): C/C=C1/C=CC=C[C@H]1C1(S(=O)(=O)[O-])SS1
Energy: -48125.1780 eV
Energy above the lowest of the compared OMol25 structures with the same formula, charge and spin: 0.0 kJ/mol
Charge: -1
LUMO energy: 3.0 eV
HOMO: -4.28 eV